Entry w
The following is a DFT calculation (ωB97M-V/def2-TZVPD) of a single C2H6S molecule.

Results
structure (SMILES): CSC
LUMO level: 1.1218 eV
HOMO level: -8.59 eV
frontier orbital gap: 9.71 eV
charge: 0

The geometry in XYZ format:
```
9
Properties=species:S:1:pos:R:3:mulliken_charge:R:1
C 0.70 -0.11 -1.20 -0.693
S 1.05 -0.45 0.62 -0.089
C -0.60 0.09 1.23 -0.878
H 0.82 -1.07 -1.81 0.254
H 1.37 0.68 -1.46 0.259
H -0.36 0.21 -1.43 0.232
H -0.43 1.12 1.55 0.282
H -1.51 0.12 0.57 0.278
H -1.03 -0.60 1.93 0.355
```

Entry x
The following is a DFT calculation (ωB97M-V/def2-TZVPD) of a single C2H6S molecule.

Results
structure (SMILES): CCS
LUMO level: 0.9531 eV
HOMO level: -8.91 eV
frontier orbital gap: 9.87 eV
charge: 0

The geometry in XYZ format:
```
9
Properties=species:S:1:pos:R:3:mulliken_charge:R:1
C -0.30 -1.08 -0.26 -0.848
C -0.12 0.54 -0.42 -0.617
S 0.80 1.89 0.84 -0.244
H -1.06 -1.36 -0.95 0.312
H -0.42 -1.42 0.76 0.303
H 0.66 -1.49 -0.47 0.292
H -1.02 0.90 0.03 0.318
H 0.17 0.98 -1.32 0.364
H 1.29 1.04 1.80 0.120
```

Entry y
The following is a DFT calculation (ωB97M-V/def2-TZVPD) of a single C2H6S molecule.

Results
structure (SMILES): CSC
LUMO level: 1.1557 eV
HOMO level: -8.47 eV
frontier orbital gap: 9.62 eV
charge: 0

The geometry in XYZ format:
```
9
Properties=species:S:1:pos:R:3:mulliken_charge:R:1
C 1.08 0.48 -1.06 -0.793
S 0.17 0.17 0.59 -0.091
C -1.27 -0.72 0.01 -0.809
H 0.60 0.09 -1.96 0.301
H 1.97 -0.12 -0.98 0.273
H 1.22 1.55 -1.03 0.256
H -1.63 -0.19 -0.88 0.267
H -1.07 -1.73 -0.34 0.292
H -2.00 -0.45 0.77 0.304
```

The most stable of them is entry y.

Entry w
The following is a DFT calculation (ωB97M-V/def2-TZVPD) of 2 unconnected molecules or ions with the total composition C4H11NS.

Results
2S+1: 2
⟨S²⟩: 0.756
LUMO level (alpha / beta): -7.7958 / -7.8707 eV
HOMO level (alpha / beta): -12.48 / -12.02 eV
frontier orbital gap (alpha / beta): 4.68 / 4.15 eV
charge: +1

The geometry in XYZ format:
```
17
Properties=species:S:1:pos:R:3:mulliken_charge:R:1
C -0.62 2.29 -2.52 -0.893
C 0.12 0.95 -2.37 0.064
C 0.37 0.36 -1.06 -0.274
N 1.59 1.25 -0.50 -0.467
H -0.95 2.52 -1.49 0.324
H 0.11 3.04 -2.87 0.348
H -1.46 2.21 -3.22 0.367
H -0.16 0.22 -3.15 0.332
H 0.89 -0.59 -1.05 0.283
H -0.34 0.27 -0.24 0.280
H 1.25 2.17 -0.18 0.278
H 1.73 1.58 -1.51 0.286
C -0.24 -1.06 2.97 -0.646
S -0.61 -2.04 1.55 -0.099
H 0.52 -1.43 3.67 0.310
H 0.12 -0.07 2.65 0.213
H -1.14 -0.95 3.59 0.293
```

Entry x
The following is a DFT calculation (ωB97M-V/def2-TZVPD) of a gas-phase ion, C4H11NS (charge +1).

Results
2S+1: 2
⟨S²⟩: 0.755
LUMO level (alpha / beta): -3.0751 / -8.3532 eV
HOMO level (alpha / beta): -13.24 / -13.08 eV
frontier orbital gap (alpha / beta): 10.16 / 4.73 eV
charge: +1

The geometry in XYZ format:
```
17
Properties=species:S:1:pos:R:3:mulliken_charge:R:1
C 0.83 1.21 0.15 -0.502
C 1.00 -0.04 1.16 -0.651
S 1.86 -1.36 0.26 -0.160
C -0.19 0.97 -0.96 -0.698
N -1.45 0.25 -0.68 0.084
C -1.65 -1.12 -0.53 -0.728
H 1.73 1.38 -0.47 0.313
H 0.53 2.06 0.78 0.365
H 1.58 0.25 1.98 0.435
H 0.04 -0.47 1.71 0.282
H 2.76 -1.66 1.17 0.166
H 0.31 0.49 -1.73 0.493
H -0.49 2.10 -1.34 0.278
H -1.74 0.65 0.20 0.328
H -1.24 -1.62 -1.46 0.341
H -1.10 -1.76 0.22 0.308
H -2.76 -1.33 -0.48 0.346
```

The most stable of them is entry x.

Entry w
The following is a DFT calculation (ωB97M-V/def2-TZVPD) of 2 unconnected molecules or ions with the total composition C4H11NS.

Results
2S+1: 2
⟨S²⟩: 0.753
LUMO level (alpha / beta): -3.3831 / -8.6961 eV
HOMO level (alpha / beta): -12.45 / -12.35 eV
frontier orbital gap (alpha / beta): 9.07 / 3.65 eV
charge: +1

The geometry in XYZ format:
```
17
Properties=species:S:1:pos:R:3:mulliken_charge:R:1
C -2.23 2.32 0.85 -0.799
S -0.99 1.55 -0.13 0.437
C 0.49 2.46 0.17 -0.830
H -2.20 1.97 1.89 0.354
H -3.16 2.09 0.39 0.351
H -2.06 3.39 0.92 0.347
H 0.76 2.42 1.23 0.363
H 1.25 1.99 -0.45 0.335
H 0.40 3.48 -0.21 0.402
C 1.78 -2.65 -1.23 -0.403
C -0.03 -2.89 0.21 0.056
N 0.88 -3.46 -0.43 -0.349
H 2.80 -2.83 -0.89 0.252
H 1.58 -1.57 -1.16 0.064
H 1.65 -2.97 -2.26 0.247
H -0.72 -3.50 0.80 0.281
H -0.19 -1.80 0.31 -0.107
```

Entry x
The following is a DFT calculation (ωB97M-V/def2-TZVPD) of 2 unconnected molecules or ions with the total composition C4H11NS.

Results
2S+1: 2
⟨S²⟩: 0.756
LUMO level (alpha / beta): -2.7153 / -8.3807 eV
HOMO level (alpha / beta): -13.08 / -11.28 eV
frontier orbital gap (alpha / beta): 10.37 / 2.90 eV
charge: +1

The geometry in XYZ format:
```
17
Properties=species:S:1:pos:R:3:mulliken_charge:R:1
C -1.59 -1.74 -0.70 -0.742
S -2.56 -0.42 0.08 0.217
C -1.53 0.03 1.46 -0.641
H -0.89 -2.23 -0.03 0.313
H -1.00 -1.16 -1.42 0.297
H -2.20 -2.44 -1.27 0.337
H -1.54 1.11 1.54 0.388
H -1.64 -0.68 2.29 0.397
H -0.46 -0.20 1.27 0.069
C 2.13 1.41 0.59 -0.815
C 2.85 0.56 -0.16 0.216
N 3.53 0.84 -1.33 -0.415
H 1.83 2.36 0.14 0.184
H 1.74 1.28 1.59 0.362
H 2.89 -0.47 0.20 0.290
H 3.22 1.64 -1.86 0.261
H 3.54 -0.04 -1.84 0.283
```

The most stable of them is entry x.

Entry w
The following is a DFT calculation (ωB97M-V/def2-TZVPD) of 2 unconnected molecules or ions with the total composition CH7BrN3.

Results
LUMO level: -3.7210 eV
HOMO level: -14.61 eV
frontier orbital gap: 10.89 eV
charge: +1

The geometry in XYZ format:
```
12
Properties=species:S:1:pos:R:3:mulliken_charge:R:1
C 0.41 -0.05 0.32 0.493
N 1.68 -0.33 0.24 -0.404
N -0.50 -0.45 1.14 -0.690
N -0.03 0.97 -0.62 -0.298
Br -2.38 -0.92 -1.25 -0.246
H -2.03 -0.90 0.08 0.330
H 2.41 0.42 0.21 0.302
H 1.92 -0.94 1.00 0.290
H -0.44 -1.24 1.82 0.252
H -0.78 1.49 -0.25 0.451
H -0.71 0.47 -1.31 0.123
H 0.47 1.48 -1.39 0.396
```

Entry x
The following is a DFT calculation (ωB97M-V/def2-TZVPD) of 3 unconnected molecules or ions with the total composition CH7BrN3.

Results
LUMO level: -3.6357 eV
HOMO level: -13.55 eV
frontier orbital gap: 9.91 eV
charge: +1

The geometry in XYZ format:
```
12
Properties=species:S:1:pos:R:3:mulliken_charge:R:1
C 0.47 -1.28 0.81 -0.411
N 0.30 -2.37 1.14 0.070
N -1.12 -0.38 -1.11 -0.642
N 1.08 1.68 0.10 -0.449
Br -2.32 -0.06 0.36 0.037
H -1.52 -0.13 -1.98 0.298
H -0.19 -3.08 1.54 0.293
H 1.46 1.76 1.06 0.391
H -0.96 -1.33 -1.21 0.253
H 0.65 0.80 -0.16 0.396
H 1.81 1.94 -0.50 0.363
H 0.37 2.46 -0.04 0.401
```

Entry y
The following is a DFT calculation (ωB97M-V/def2-TZVPD) of 3 unconnected molecules or ions with the total composition CH7BrN3.

Results
LUMO level: -3.2447 eV
HOMO level: -13.55 eV
frontier orbital gap: 10.31 eV
charge: +1

The geometry in XYZ format:
```
12
Properties=species:S:1:pos:R:3:mulliken_charge:R:1
C 1.37 0.69 0.23 -0.052
N 1.92 1.70 0.33 0.035
N -1.43 1.07 -0.61 -0.565
N 0.33 -1.81 0.26 -0.432
Br -2.61 -0.27 0.01 -0.018
H -1.63 1.92 -0.08 0.309
H 2.41 2.57 0.41 0.297
H 0.74 -0.78 0.22 0.163
H -1.68 1.27 -1.58 0.303
H -0.66 -1.76 -0.03 0.183
H 0.37 -2.17 1.21 0.391
H 0.85 -2.42 -0.36 0.385
```

The most stable of them is entry w.

Entry w
The following is a DFT calculation (ωB97M-V/def2-TZVPD) of a molecular structure, C4H11NO3.

Results
LUMO level: 0.4213 eV
HOMO level: -9.94 eV
frontier orbital gap: 10.36 eV
charge: 0

The geometry in XYZ format:
```
19
Properties=species:S:1:pos:R:3:mulliken_charge:R:1
H 0.68 0.90 1.15 0.603
O 1.46 1.87 1.24 -0.976
N 0.06 -0.12 0.77 -0.307
H 2.27 1.47 1.39 0.274
H 0.73 -0.85 0.91 0.365
C -0.18 -0.08 -0.75 0.580
H -0.80 0.80 -1.15 0.108
C 1.17 0.04 -1.36 0.251
O 1.74 -0.75 -2.09 -0.542
O 1.63 1.37 -1.39 -0.521
H 1.60 1.74 -0.47 0.465
C -1.14 -0.15 1.62 -0.992
H -1.15 0.68 2.23 0.395
H -2.13 -0.31 1.12 0.296
H -1.10 -1.06 2.25 0.335
C -1.00 -1.19 -1.26 -1.322
H -1.16 -1.98 -0.49 0.294
H -2.00 -0.74 -1.59 0.317
H -0.70 -1.65 -2.12 0.377
```

Entry x
The following is a DFT calculation (ωB97M-V/def2-TZVPD) of 2 unconnected molecules or ions with the total composition C4H11NO3.

Results
structure (SMILES): CN[C@H](C)C(=O)O.O
LUMO level: 0.6026 eV
HOMO level: -8.89 eV
frontier orbital gap: 9.49 eV
charge: 0

The geometry in XYZ format:
```
19
Properties=species:S:1:pos:R:3:mulliken_charge:R:1
C -1.51 0.57 -0.46 -0.846
N -0.22 0.69 0.19 -0.417
C 0.39 -0.55 0.70 0.395
C 0.58 -1.69 -0.31 -1.271
C -0.50 -1.02 1.84 0.284
O -1.60 -1.46 1.75 -0.536
O 0.07 -0.80 3.06 -0.476
H -1.66 1.00 -1.44 0.300
H -2.31 1.02 0.17 0.291
H -1.90 -0.45 -0.41 0.270
H 0.49 1.16 -0.35 0.253
H 1.32 -0.15 1.13 0.417
H -0.19 -2.44 -0.16 0.366
H 0.39 -1.25 -1.29 0.307
H 1.57 -2.14 -0.28 0.334
H -0.52 -0.59 3.77 0.341
O 2.19 2.47 -2.64 -0.647
H 1.40 2.35 -3.15 0.311
H 2.01 3.28 -2.11 0.323
```

Entry y
The following is a DFT calculation (ωB97M-V/def2-TZVPD) of 2 unconnected molecules or ions with the total composition C4H11NO3.

Results
structure (SMILES): COCCNC=O.O
LUMO level: 0.2084 eV
HOMO level: -9.27 eV
frontier orbital gap: 9.48 eV
charge: 0

The geometry in XYZ format:
```
19
Properties=species:S:1:pos:R:3:mulliken_charge:R:1
C -3.30 -1.20 -0.14 -0.674
O -1.95 -1.27 -0.58 -0.305
C -1.13 -0.27 -0.05 -0.361
C 0.33 -0.53 -0.48 -0.611
N 1.22 0.66 -0.23 0.001
C 1.23 1.72 -0.97 0.040
O 0.35 2.07 -1.85 -0.627
H -3.30 -1.21 0.96 0.296
H -3.87 -2.08 -0.50 0.240
H -3.82 -0.29 -0.48 0.279
H -1.46 0.71 -0.44 0.331
H -1.17 -0.23 1.05 0.260
H 0.42 -0.62 -1.58 0.265
H 0.77 -1.44 -0.03 0.343
H 2.00 0.47 0.41 0.252
H 2.08 2.38 -0.67 0.322
O 3.62 0.54 1.59 -0.675
H 3.55 0.60 2.57 0.311
H 4.43 0.00 1.43 0.315
```

The most stable of them is entry x.